<one>
C3H10NS2 | the ωB97M-V functional and the def2-TZVPD basis

Results
- charge = +1
- E_LUMO (eV) = -4.886
- gap between HOMO and LUMO (eV) = 7.9

CARTESIAN COORDINATES (ANGSTROEM)
C: -1.44 1.29 2.14
S: -1.68 1.44 0.34
S: 0.13 2.26 -0.23
H: -0.60 0.63 2.35
H: -2.36 0.87 2.54
H: -1.25 2.27 2.59
H: -0.17 3.56 -0.05
C: 0.28 -1.80 -0.21
C: 1.53 -1.17 -2.19
N: 0.85 -0.86 -1.16
H: -0.80 -1.65 -0.18
H: 0.68 -1.59 0.78
H: 0.50 -2.81 -0.54
H: 1.72 -2.21 -2.40
H: 1.91 -0.37 -2.81
H: 0.70 0.14 -0.97

***

<two>
C3H10NS2 | the ωB97M-V functional and the def2-TZVPD basis

Results
- charge = +1
- E_LUMO (eV) = -3.454
- gap between HOMO and LUMO (eV) = 9.2

CARTESIAN COORDINATES (ANGSTROEM)
C: -0.28 1.44 1.75
C: -0.77 0.88 0.47
C: -1.89 1.14 -0.18
N: 0.16 -0.11 -0.16
H: -0.93 2.26 2.07
H: -0.30 0.69 2.55
H: 0.73 1.84 1.66
H: -2.14 0.66 -1.11
H: -2.59 1.86 0.23
H: 0.84 -0.49 0.52
H: 0.69 0.29 -0.94
H: -0.32 -0.94 -0.52
S: 0.91 -3.06 -1.74
S: 2.62 -1.85 -1.57
H: 0.33 -2.27 -2.65
H: 2.94 -2.36 -0.37

***

Stability check: which of them is most stable? <one>.

***

<one>
C4H4ClN | the ωB97M-V functional and the def2-TZVPD basis

Results
- E_LUMO (eV) = 0.090
- gap between HOMO and LUMO (eV) = 9.4

CARTESIAN COORDINATES (ANGSTROEM)
C: -1.11 -0.20 -0.26
C: 0.00 0.57 -0.55
C: -1.84 -1.19 0.07
C: 1.77 0.77 0.11
N: -1.06 1.25 -0.48
Cl: 2.92 -0.47 -0.32
H: -2.84 -1.21 0.31
H: -1.45 -2.13 0.16
H: 1.50 0.74 1.22
H: 2.11 1.86 -0.26

***

<two>
C4H4ClN | the ωB97M-V functional and the def2-TZVPD basis

Results
- E_LUMO (alpha / beta) (eV) = -1.085 / -1.334
- gap between HOMO and LUMO (alpha / beta) (eV) = 8.5 / 8.2

CARTESIAN COORDINATES (ANGSTROEM)
C: 1.41 -0.89 -0.37
C: -0.97 0.17 1.47
C: -0.80 0.64 0.27
C: 0.82 -0.23 -1.42
N: 1.87 -1.54 0.48
Cl: -1.85 1.70 -0.58
H: -1.72 0.51 2.06
H: -0.21 -0.55 1.88
H: 0.48 -0.70 -2.26
H: 0.96 0.88 -1.52

***

Stability check: which of them is most stable? <two>.

***

<one>
C2HNO2S | the ωB97M-V functional and the def2-TZVPD basis

Results
- E_LUMO (eV) = 0.249
- gap between HOMO and LUMO (eV) = 11.5

CARTESIAN COORDINATES (ANGSTROEM)
C: -0.87 -1.75 0.28
C: -0.01 2.55 -1.17
N: 0.46 1.77 -0.46
O: -0.52 -1.26 -0.71
O: 1.03 0.96 0.43
S: -1.29 -2.38 1.61
H: 1.20 0.10 0.02

***

<two>
C2HNO2S | the ωB97M-V functional and the def2-TZVPD basis

Results
- E_LUMO (alpha / beta) (eV) = -1.469 / -1.409
- gap between HOMO and LUMO (alpha / beta) (eV) = 7.4 / 6.9

CARTESIAN COORDINATES (ANGSTROEM)
C: -1.89 0.24 0.22
C: -0.89 1.06 -0.19
N: -2.91 -0.26 0.56
O: 0.29 1.10 -0.35
O: 1.21 -1.65 0.27
S: 1.55 -0.50 -0.56
H: 2.65 0.01 0.04

***

Stability check: which of them is most stable? <one>.

***

<one>
C46H41N9O14 | the ωB97M-V functional and the def2-TZVPD basis

Results
- E_LUMO (eV) = -1.265
- gap between HOMO and LUMO (eV) = 8.1
- SMILES = O=[N+]([O-])c1ccccc1.O=[N+]([O-])c1ccccc1.O=[N+]([O-])c1ccccc1.O=[N+]([O-])c1ccccc1.O=[N+]([O-])c1ccccc1.O=[N+]([O-])c1ccccc1.O=[N+]([O-])c1ccccc1.CC#N.CC#N

CARTESIAN COORDINATES (ANGSTROEM)
O: 4.83 -0.31 -2.65
N: 4.82 -1.20 -1.81
O: 3.90 -1.41 -1.05
C: 6.09 -1.88 -1.61
C: 7.04 -1.86 -2.64
C: 8.15 -2.68 -2.58
C: 8.45 -3.35 -1.39
C: 7.57 -3.28 -0.33
C: 6.40 -2.54 -0.43
H: 6.89 -1.29 -3.54
H: 8.76 -2.79 -3.47
H: 9.29 -4.03 -1.34
H: 7.76 -3.79 0.60
H: 5.70 -2.54 0.40
O: -1.64 -1.34 -1.08
N: -1.60 -1.30 -2.29
O: -0.85 -0.57 -2.91
C: -2.60 -2.10 -3.01
C: -2.54 -2.21 -4.38
C: -3.46 -2.97 -5.08
C: -4.39 -3.74 -4.40
C: -4.35 -3.72 -3.00
C: -3.50 -2.89 -2.30
H: -1.80 -1.66 -4.96
H: -3.38 -3.00 -6.16
H: -5.10 -4.39 -4.88
H: -5.04 -4.33 -2.43
H: -3.53 -2.85 -1.22
O: 4.68 1.55 0.08
N: 4.97 2.13 -0.94
O: 4.18 2.66 -1.68
C: 6.38 2.14 -1.34
C: 6.79 2.92 -2.42
C: 8.09 2.82 -2.88
C: 8.96 1.97 -2.22
C: 8.61 1.26 -1.08
C: 7.28 1.33 -0.67
H: 6.08 3.49 -3.01
H: 8.35 3.33 -3.80
H: 9.97 1.91 -2.63
H: 9.33 0.60 -0.62
H: 6.93 0.68 0.11
O: -6.50 -1.09 1.45
N: -5.37 -0.99 1.02
O: -5.11 -0.58 -0.08
C: -4.31 -1.51 1.89
C: -4.61 -2.53 2.77
C: -3.58 -3.06 3.54
C: -2.29 -2.61 3.39
C: -2.00 -1.57 2.50
C: -3.01 -1.05 1.73
H: -5.64 -2.78 2.96
H: -3.86 -3.77 4.31
H: -1.48 -3.13 3.88
H: -0.96 -1.32 2.34
H: -2.74 -0.28 1.01
O: 0.46 -4.22 2.73
N: 1.22 -3.91 1.82
O: 2.33 -3.44 2.00
C: 0.75 -4.11 0.45
C: 1.49 -3.58 -0.59
C: 0.99 -3.65 -1.87
C: -0.26 -4.20 -2.11
C: -1.00 -4.71 -1.06
C: -0.52 -4.68 0.23
H: 2.44 -3.07 -0.47
H: 1.51 -3.14 -2.67
H: -0.69 -4.18 -3.10
H: -1.96 -5.21 -1.11
H: -1.03 -5.08 1.09
O: -6.11 5.84 0.67
N: -6.35 4.87 -0.01
O: -7.46 4.55 -0.39
C: -5.23 4.02 -0.41
C: -3.92 4.44 -0.26
C: -2.88 3.62 -0.69
C: -3.17 2.41 -1.31
C: -4.48 1.98 -1.45
C: -5.51 2.80 -1.02
H: -3.69 5.37 0.24
H: -1.85 3.86 -0.45
H: -2.38 1.73 -1.60
H: -4.66 1.03 -1.91
H: -6.52 2.41 -1.05
O: -5.72 5.35 6.06
N: -5.68 4.17 5.85
O: -6.42 3.36 6.37
C: -4.69 3.64 4.91
C: -4.03 4.46 4.00
C: -3.26 3.89 3.01
C: -3.04 2.52 2.99
C: -3.62 1.70 3.94
C: -4.44 2.29 4.91
H: -4.14 5.53 4.14
H: -2.78 4.55 2.30
H: -2.28 2.08 2.36
H: -3.39 0.65 4.00
H: -4.85 1.64 5.67
C: 1.68 3.91 2.26
C: 1.58 5.03 3.20
N: 1.50 5.93 3.91
H: 2.43 4.08 1.50
H: 0.70 3.78 1.81
H: 2.03 3.02 2.80
C: 1.35 0.51 -0.50
C: 0.23 1.03 0.26
N: -0.67 1.44 0.83
H: 1.34 0.98 -1.48
H: 1.34 -0.58 -0.56
H: 2.25 0.77 0.06

***

<two>
C46H41N9O14 | the ωB97M-V functional and the def2-TZVPD basis

Results
- E_LUMO (eV) = -1.443
- gap between HOMO and LUMO (eV) = 8.3
- SMILES = O=[N+]([O-])c1ccccc1.O=[N+]([O-])c1ccccc1.O=[N+]([O-])c1ccccc1.O=[N+]([O-])c1ccccc1.O=[N+]([O-])c1ccccc1.O=[N+]([O-])c1ccccc1.O=[N+]([O-])c1ccccc1.CC#N.CC#N

CARTESIAN COORDINATES (ANGSTROEM)
O: -6.86 1.41 -0.81
N: -6.07 0.59 -1.23
O: -6.10 0.11 -2.34
C: -4.98 0.15 -0.36
C: -4.43 -1.14 -0.50
C: -3.28 -1.41 0.18
C: -2.73 -0.47 1.08
C: -3.33 0.75 1.28
C: -4.52 1.03 0.58
H: -4.96 -1.89 -1.07
H: -2.87 -2.41 0.19
H: -1.85 -0.83 1.59
H: -2.87 1.47 1.94
H: -5.00 1.99 0.76
O: -6.09 5.98 2.30
N: -5.01 5.48 2.52
O: -4.50 5.46 3.63
C: -4.28 4.89 1.42
C: -4.77 5.04 0.13
C: -4.01 4.56 -0.93
C: -2.75 4.02 -0.71
C: -2.26 3.91 0.59
C: -3.00 4.39 1.67
H: -5.72 5.53 -0.08
H: -4.37 4.62 -1.95
H: -2.17 3.66 -1.55
H: -1.24 3.60 0.75
H: -2.50 4.38 2.62
O: -0.12 -0.10 3.30
N: -0.93 0.12 4.17
O: -1.78 0.99 4.14
C: -0.98 -0.78 5.33
C: -1.83 -0.50 6.41
C: -1.86 -1.40 7.45
C: -1.17 -2.61 7.38
C: -0.31 -2.88 6.32
C: -0.19 -1.91 5.31
H: -2.43 0.39 6.47
H: -2.52 -1.30 8.30
H: -1.31 -3.37 8.13
H: 0.17 -3.84 6.29
H: 0.50 -1.99 4.48
O: 0.26 -2.67 -3.36
N: 1.20 -3.10 -2.72
O: 2.12 -2.43 -2.29
C: 1.24 -4.54 -2.44
C: 2.32 -5.08 -1.73
C: 2.46 -6.45 -1.59
C: 1.50 -7.29 -2.16
C: 0.40 -6.77 -2.81
C: 0.26 -5.38 -2.92
H: 3.12 -4.42 -1.43
H: 3.29 -6.88 -1.06
H: 1.65 -8.36 -2.16
H: -0.32 -7.41 -3.31
H: -0.61 -4.98 -3.41
O: 3.30 6.30 -2.96
N: 4.47 6.05 -2.82
O: 5.39 6.81 -3.05
C: 4.85 4.72 -2.31
C: 6.17 4.33 -2.28
C: 6.50 3.07 -1.80
C: 5.47 2.23 -1.40
C: 4.12 2.56 -1.55
C: 3.82 3.84 -1.96
H: 6.90 5.03 -2.65
H: 7.51 2.71 -1.68
H: 5.74 1.23 -1.08
H: 3.38 1.87 -1.16
H: 2.79 4.15 -2.07
O: 4.25 1.85 -6.00
N: 3.58 2.69 -5.43
O: 3.81 3.88 -5.43
C: 2.37 2.23 -4.73
C: 1.47 3.12 -4.17
C: 0.29 2.69 -3.59
C: 0.00 1.32 -3.58
C: 0.95 0.41 -4.03
C: 2.12 0.88 -4.59
H: 1.76 4.16 -4.12
H: -0.35 3.43 -3.12
H: -0.98 1.00 -3.26
H: 0.73 -0.65 -4.03
H: 2.79 0.10 -4.93
O: -1.56 -4.38 -0.66
N: -0.67 -4.38 0.16
O: -0.01 -3.39 0.42
C: -0.35 -5.60 0.88
C: 0.61 -5.58 1.88
C: 0.87 -6.71 2.64
C: 0.18 -7.89 2.32
C: -0.74 -7.91 1.29
C: -1.00 -6.78 0.55
H: 1.11 -4.67 2.18
H: 1.60 -6.71 3.43
H: 0.34 -8.80 2.89
H: -1.31 -8.81 1.07
H: -1.73 -6.77 -0.24
C: 0.62 -0.11 -0.32
C: 0.93 1.28 0.00
N: 1.17 2.39 0.17
H: 1.48 -0.63 -0.74
H: -0.15 -0.13 -1.09
H: 0.30 -0.63 0.58
C: 2.19 5.23 1.81
C: 2.43 6.65 1.65
N: 2.56 7.79 1.56
H: 1.11 5.15 1.65
H: 2.42 4.86 2.80
H: 2.77 4.61 1.13

***

Stability check: which of them is most stable? <one>.

***

<one>
H32O16 | the ωB97M-V functional and the def2-TZVPD basis

Results
- E_LUMO (eV) = -0.623
- gap between HOMO and LUMO (eV) = 9.6

CARTESIAN COORDINATES (ANGSTROEM)
O: 0.21 -0.05 2.92
H: 0.24 -0.99 2.99
H: 0.24 0.10 2.00
O: 2.79 1.34 -0.98
H: 2.77 1.16 -1.88
H: 1.85 1.51 -0.75
O: 2.60 -1.88 -2.64
H: 1.88 -1.43 -3.10
H: 2.48 -1.58 -1.76
O: -0.15 -1.17 -3.18
H: -0.74 -1.50 -2.50
H: -0.01 -1.84 -3.92
O: -2.05 -2.05 -1.49
H: -1.95 -2.32 -0.56
H: -2.72 -2.68 -1.71
O: 2.80 0.38 1.99
H: 2.68 0.16 1.06
H: 2.05 -0.02 2.47
O: 0.61 -2.42 0.06
H: 0.66 -2.98 -0.76
H: 1.53 -2.10 0.23
O: 0.09 -2.92 2.64
H: 0.90 -3.18 3.11
H: 0.26 -2.95 1.72
O: -2.08 -1.75 1.37
H: -2.38 -0.91 1.73
H: -1.38 -2.15 1.90
O: 1.25 2.76 2.09
H: 1.86 3.30 1.62
H: 1.59 1.89 2.18
O: -2.17 0.99 2.41
H: -1.92 1.61 1.73
H: -1.34 0.77 2.88
O: -1.19 3.14 1.00
H: -1.31 4.04 1.31
H: -0.37 2.89 1.40
O: 0.39 2.89 -1.34
H: 0.03 2.20 -1.90
H: -0.09 2.90 -0.57
O: 0.12 0.32 0.13
H: 0.22 -0.62 -0.06
H: -0.73 0.58 -0.25
O: -0.87 1.31 -2.98
H: -0.48 0.42 -3.07
H: -0.85 1.59 -3.89
O: -2.52 0.64 -0.94
H: -2.23 0.91 -1.78
H: -2.57 -0.32 -0.96

***

<two>
H32O16 | the ωB97M-V functional and the def2-TZVPD basis

Results
- E_LUMO (eV) = -0.515
- gap between HOMO and LUMO (eV) = 9.3

CARTESIAN COORDINATES (ANGSTROEM)
O: -3.58 -0.07 1.47
H: -4.38 -0.23 0.96
H: -3.00 -0.82 1.29
O: -3.25 -0.84 -1.38
H: -2.53 -0.28 -1.70
H: -3.93 -0.66 -2.08
O: -1.69 1.90 -1.56
H: -1.08 2.70 -1.64
H: -1.27 1.49 -0.80
O: 1.01 0.65 2.93
H: 1.31 -0.20 3.20
H: 0.60 0.50 2.12
O: -0.06 0.33 0.18
H: 0.57 0.06 -0.44
H: -0.65 -0.46 0.28
O: 2.33 2.25 -0.12
H: 2.76 1.46 0.17
H: 2.66 2.84 0.54
O: 3.41 -0.18 1.20
H: 3.27 -0.26 2.13
H: 2.76 -0.79 0.96
O: 1.19 1.85 -2.48
H: 1.73 1.49 -3.19
H: 1.56 1.90 -1.62
O: -2.41 2.38 1.45
H: -2.66 1.48 1.30
H: -2.04 2.26 2.34
O: -1.62 -2.04 0.45
H: -1.00 -2.64 0.07
H: -2.17 -1.86 -0.29
O: 2.79 -0.82 -1.63
H: 3.74 -0.65 -1.54
H: 2.66 -1.12 -2.56
O: -1.25 -1.39 3.10
H: -1.06 -2.07 2.52
H: -0.51 -1.55 3.71
O: 0.34 -2.72 -1.12
H: 0.18 -1.93 -1.63
H: 1.10 -3.16 -1.56
O: -0.05 3.44 0.22
H: 0.73 2.97 -0.02
H: -0.58 3.02 0.88
O: -0.27 -0.49 -2.64
H: -0.02 0.42 -2.75
H: -0.82 -0.82 -3.33
O: 1.65 -2.21 1.21
H: 2.32 -2.87 1.05
H: 1.22 -2.23 0.37

***

Stability check: which of them is most stable? <one>.

***

<one>
H32O16 | the ωB97M-V functional and the def2-TZVPD basis

Results
- E_LUMO (eV) = -0.731
- gap between HOMO and LUMO (eV) = 8.9

CARTESIAN COORDINATES (ANGSTROEM)
O: 0.22 1.77 -2.96
H: -0.61 1.37 -3.19
H: 0.70 0.98 -3.08
O: 2.96 0.72 -1.65
H: 2.75 1.30 -0.93
H: 2.66 1.10 -2.50
O: 3.25 -1.02 1.02
H: 3.21 -0.65 1.91
H: 2.43 -0.77 0.61
O: 2.23 2.46 0.48
H: 1.31 2.37 0.30
H: 2.56 3.14 -0.06
O: 0.46 1.68 2.51
H: 0.59 2.08 3.34
H: -0.06 2.36 2.16
O: 0.40 -3.11 -0.62
H: 1.18 -3.40 -1.03
H: 0.57 -2.13 -0.53
O: -2.27 0.63 -2.89
H: -1.98 -0.19 -2.54
H: -2.75 0.92 -2.11
O: 2.08 -3.68 1.88
H: 2.02 -4.53 1.46
H: 1.31 -3.16 1.63
O: 0.55 -1.36 2.31
H: 0.56 -0.75 3.02
H: -0.36 -1.63 2.22
O: -0.46 2.23 -0.42
H: -0.23 2.06 -1.35
H: -0.44 3.18 -0.46
O: -3.11 1.99 -0.76
H: -2.20 2.03 -0.54
H: -3.42 2.80 -0.44
O: -1.76 -2.78 1.63
H: -2.48 -2.28 2.03
H: -1.61 -2.39 0.77
O: 0.49 -0.46 -0.16
H: -0.33 -0.07 -0.48
H: 0.33 -0.65 0.77
O: -2.24 -0.61 -0.21
H: -2.33 0.03 0.49
H: -3.05 -1.07 -0.35
O: -2.32 0.68 2.22
H: -1.42 0.88 2.51
H: -2.77 1.51 2.18
O: 1.04 -0.87 -2.94
H: 1.40 -0.97 -2.08
H: 0.92 -1.78 -3.16

***

<two>
H32O16 | the ωB97M-V functional and the def2-TZVPD basis

Results
- E_LUMO (eV) = -0.227
- gap between HOMO and LUMO (eV) = 10.1

CARTESIAN COORDINATES (ANGSTROEM)
O: 1.42 -2.91 2.42
H: 1.69 -2.45 1.64
H: 1.11 -2.30 3.10
O: 2.49 -1.85 0.02
H: 3.25 -2.46 -0.09
H: 2.70 -1.00 -0.39
O: -2.55 1.32 -2.10
H: -2.84 0.82 -1.33
H: -1.79 1.84 -1.87
O: 3.09 0.78 -0.67
H: 3.87 1.21 -0.34
H: 2.33 1.25 -0.37
O: 0.00 -0.25 -0.06
H: -0.53 0.50 0.30
H: -0.21 -0.95 0.55
O: -0.53 2.96 -1.26
H: -0.76 3.83 -1.62
H: -0.09 2.51 -1.98
O: -1.55 1.61 1.12
H: -1.90 2.52 0.94
H: -2.25 0.99 1.03
O: -0.62 -0.80 -2.60
H: -1.32 -0.26 -2.84
H: -0.42 -0.58 -1.70
O: -3.71 -0.31 -0.07
H: -3.12 -1.02 -0.01
H: -4.59 -0.58 0.11
O: 0.33 -3.14 -1.42
H: 0.07 -2.55 -2.07
H: 1.01 -2.68 -0.94
O: 1.23 1.18 -2.60
H: 0.72 0.41 -2.71
H: 2.04 0.95 -2.13
O: -1.46 -1.52 2.17
H: -0.84 -1.58 2.90
H: -1.63 -2.44 2.04
O: 1.35 2.68 0.61
H: 1.15 3.36 1.24
H: 0.56 2.75 0.02
O: -2.37 -2.66 -0.84
H: -1.42 -2.61 -1.06
H: -2.74 -2.64 -1.72
O: 0.45 1.34 3.00
H: -0.19 1.72 2.34
H: 1.09 2.05 3.18
O: 2.81 0.22 2.22
H: 2.02 0.77 2.54
H: 2.65 -0.01 1.29

***

Stability check: which of them is most stable? <two>.